Formula: C28H51BFIN2O6PS
Source: the OMol25 dataset
Level of theory: wB97M-V/def2-TZVPD

E_tot: -76749.8960 eV
E_LUMO: 2.122 eV
ΔE to the lowest compared entry with this formula, charge and spin: 0.0 kcal/mol
Spin multiplicity: 1
Total charge: -1

Each line ends with the Löwdin charge.
Positions of all 92 atoms, in Å:
C1 -1.894 2.809 -2.563  0.044
C2 -1.235 1.926 -3.310  -0.070
C3 0.129 1.486 -2.908  -0.522
O1 1.069 2.230 -2.820  0.123
O2 0.215 0.191 -2.554  -0.034
C4 0.058 -0.774 -3.625  -0.158
C5 0.467 -2.146 -3.087  -0.144
C6 -0.717 -3.079 -2.730  -0.196
C7 -0.840 -3.270 -1.200  -0.227
C8 -1.696 -2.140 -0.638  -0.224
C9 -1.974 -2.156 0.860  -0.165
B1 -0.642 -2.322 1.787  -1.197
I1 -0.531 -4.579 2.260  0.658
O3 0.585 -1.811 1.199  -0.012
C10 1.127 -0.741 1.938  -0.385
C11 2.623 -1.071 2.120  -0.135
C12 3.521 -0.658 0.934  -0.156
C13 4.881 -1.362 0.974  -0.242
O4 5.988 -0.458 1.110  -0.087
C14 0.877 0.525 1.095  -0.024
C15 -0.513 1.160 1.197  -0.293
C16 -0.489 2.622 1.621  -0.020
F1 -1.096 1.157 -0.098  -0.047
C17 0.367 -0.823 3.318  -0.581
O5 0.026 0.388 3.935  -0.073
C18 1.104 1.245 4.295  -0.211
C19 1.450 1.206 5.780  -0.234
C20 2.172 2.503 6.167  -0.109
P1 1.098 -2.036 4.607  0.424
S1 -0.129 -2.453 6.066  0.103
O6 -0.814 -1.460 2.990  -0.044
H1 -1.377 3.530 -1.941  0.055
H2 -2.977 2.836 -2.564  0.066
H3 -1.692 1.527 -4.209  0.105
H4 -0.977 -0.773 -3.977  0.113
H5 0.698 -0.452 -4.452  0.125
H6 1.060 -1.939 -2.195  0.114
H7 1.079 -2.619 -3.856  0.106
H8 -0.624 -4.040 -3.241  0.098
H9 -1.645 -2.598 -3.057  0.081
H10 0.180 -3.253 -0.813  0.093
H11 -1.253 -4.247 -0.943  0.084
H12 -1.235 -1.186 -0.912  0.093
H13 -2.657 -2.197 -1.168  0.099
H14 -2.695 -2.935 1.120  0.069
H15 -2.438 -1.207 1.150  0.093
H16 3.044 -0.591 3.009  0.105
H17 2.727 -2.150 2.231  0.115
H18 3.670 0.423 0.998  0.106
H19 2.987 -0.911 0.018  0.115
H20 5.020 -1.916 0.041  0.109
H21 4.948 -2.056 1.811  0.113
H22 5.715 0.384 0.737  0.066
H23 1.665 1.266 1.252  0.113
H24 0.977 0.183 0.064  0.125
H25 -1.171 0.586 1.842  0.133
H26 -1.260 3.143 1.049  0.081
H27 0.460 3.085 1.356  0.044
H28 -0.718 2.771 2.672  0.075
H29 0.771 2.261 4.071  0.107
H30 1.998 1.080 3.689  0.121
H31 2.141 0.386 5.987  0.078
H32 0.550 1.060 6.376  0.114
H33 1.576 3.360 5.846  0.069
H34 2.364 2.561 7.236  0.066
H35 3.108 2.568 5.606  0.073
H36 1.413 -3.180 3.864  -0.072
H37 2.335 -1.544 5.065  -0.033
C21 -5.475 -3.237 -4.864  -0.110
C22 -4.188 -4.004 -5.141  -0.262
C23 -4.095 -5.317 -4.355  -0.192
C24 -4.127 -5.073 -2.914  -0.232
N1 -4.156 -4.842 -1.789  0.180
H38 -5.543 -2.947 -3.815  0.073
H39 -5.515 -2.326 -5.462  0.069
H40 -6.352 -3.840 -5.109  0.074
H41 -3.329 -3.377 -4.892  0.098
H42 -4.119 -4.232 -6.207  0.105
H43 -3.167 -5.837 -4.593  0.115
H44 -4.925 -5.977 -4.612  0.116
C25 -0.016 6.847 -1.121  -0.107
C26 1.302 6.157 -1.451  -0.254
C27 1.583 4.954 -0.546  -0.190
C28 1.673 5.344 0.864  -0.252
N2 1.737 5.642 1.972  0.150
H45 -0.008 7.253 -0.108  0.071
H46 -0.199 7.675 -1.806  0.069
H47 -0.855 6.153 -1.201  0.068
H48 2.120 6.874 -1.369  0.109
H49 1.284 5.807 -2.485  0.108
H50 2.521 4.473 -0.825  0.123
H51 0.791 4.209 -0.644  0.095

---

Formula: C28H51BrNO6
Source: the OMol25 dataset
Level of theory: wB97M-V/def2-TZVPD

SMILES: C=CC(=O)OCCCCCC[C@@H]1C[C@@](CCCCCCC)(CCCC(=O)O)[C@@H](O)[C@H]([C@@H](Br)CC)[N@@H+]1O
E_tot: -113670.9337 eV
E_LUMO: -2.828 eV
Spin multiplicity: 1
Total charge: +1

Each line ends with the Löwdin charge.
Positions of all 87 atoms, in Å:
C1 1.625 3.459 2.181  0.041
C2 2.684 3.638 1.394  -0.080
C3 2.663 4.842 0.500  -0.526
O1 1.974 5.737 0.800  0.173
O2 3.450 4.967 -0.600  0.026
C4 3.727 3.749 -1.277  -0.193
C5 2.479 3.048 -1.838  -0.176
C6 2.760 2.021 -2.955  -0.171
C7 3.944 1.052 -2.723  -0.186
C8 3.521 -0.319 -2.164  -0.175
C9 3.094 -0.218 -0.675  -0.119
C10 1.919 -1.147 -0.319  -0.210
C11 0.671 -0.742 -1.088  -0.085
C12 -0.568 -1.693 -0.850  -0.308
C13 -1.711 -1.089 -1.686  -0.093
C14 -2.589 -0.034 -0.964  -0.177
C15 -1.956 1.366 -0.835  -0.172
C16 -2.914 2.519 -0.379  -0.192
C17 -4.396 2.155 -0.202  -0.204
C18 -4.752 1.321 1.067  -0.234
C19 -3.686 1.309 2.175  -0.100
C20 -0.062 -3.109 -1.291  -0.105
C21 -1.023 -4.017 -2.089  -0.156
C22 -2.101 -4.781 -1.279  -0.076
C23 -3.463 -4.116 -1.246  -0.570
O3 -4.111 -3.944 -0.284  0.144
O4 -3.894 -3.774 -2.475  0.096
C24 -0.815 -1.688 0.689  -0.289
O5 -1.830 -2.615 0.975  -0.016
C25 0.466 -1.938 1.550  -0.214
C26 0.115 -1.797 3.060  -0.585
Br1 -0.660 -3.483 3.728  0.834
C27 1.331 -1.478 3.973  -0.270
C28 1.404 0.018 4.430  -0.081
N1 1.595 -1.067 1.154  -0.037
O6 1.440 0.272 1.488  0.056
H1 1.693 3.297 3.255  0.080
H2 0.627 3.545 1.750  0.078
H3 3.506 2.927 1.472  0.109
H4 4.438 3.912 -2.091  0.138
H5 4.234 3.036 -0.606  0.108
H6 1.926 2.617 -0.991  0.086
H7 1.823 3.837 -2.228  0.131
H8 2.853 2.580 -3.889  0.117
H9 1.842 1.427 -3.058  0.103
H10 4.770 1.460 -2.136  0.110
H11 4.361 0.835 -3.714  0.116
H12 4.428 -0.935 -2.186  0.116
H13 2.805 -0.826 -2.814  0.109
H14 3.950 -0.514 -0.051  0.131
H15 2.868 0.826 -0.454  0.091
H16 2.279 -2.163 -0.511  0.167
H17 0.828 -0.762 -2.165  0.121
H18 0.450 0.300 -0.834  0.109
H19 -1.244 -0.560 -2.530  0.126
H20 -2.402 -1.803 -2.133  0.097
H21 -2.915 -0.369 0.025  0.087
H22 -3.513 0.022 -1.547  0.117
H23 -1.174 1.291 -0.060  0.078
H24 -1.522 1.631 -1.805  0.113
H25 -2.874 3.282 -1.164  0.108
H26 -2.493 3.001 0.505  0.090
H27 -4.952 3.097 -0.125  0.109
H28 -4.772 1.687 -1.115  0.101
H29 -4.921 0.280 0.765  0.097
H30 -5.724 1.665 1.428  0.104
H31 -2.875 0.609 1.941  0.046
H32 -3.295 2.303 2.399  0.073
H33 -4.162 0.910 3.077  0.078
H34 0.314 -3.719 -0.458  0.117
H35 0.814 -2.964 -1.936  0.116
H36 -1.506 -3.517 -2.930  0.110
H37 -0.399 -4.789 -2.555  0.117
H38 -2.275 -5.723 -1.818  0.134
H39 -1.784 -5.079 -0.280  0.118
H40 -4.738 -3.302 -2.387  0.138
H41 -1.190 -0.720 1.058  0.125
H42 -1.420 -3.477 1.141  0.049
H43 0.819 -2.972 1.458  0.146
H44 -0.627 -1.012 3.215  0.098
H45 2.291 -1.836 3.582  0.109
H46 1.184 -2.038 4.895  0.071
H47 2.325 0.459 4.040  0.066
H48 1.523 0.041 5.514  0.080
H49 0.522 0.589 4.141  0.071
H50 2.452 -1.367 1.629  0.191
H51 0.520 0.554 1.336  0.127

---

Formula: C28H51Cl3F9N5O11
Source: the OMol25 dataset
Level of theory: wB97M-V/def2-TZVPD

SMILES: CCOC(=O)C(F)(F)F.CCOC(=O)C(F)(F)F.CCOC(=O)C(F)(F)F.ClC(Cl)Cl.CN(C)C=O.CN(C)C=O.CN(C)C=O.CN(C)C=O.CN(C)C=O
E_tot: -121861.7881 eV
E_LUMO: 0.252 eV
Spin multiplicity: 1
Total charge: 0

Each line ends with the Löwdin charge.
Positions of all 107 atoms, in Å:
C1 -4.408 -13.947 -15.909  -0.369
O1 -4.607 -14.941 -15.246  -0.020
N1 -4.605 -13.819 -17.242  -0.178
C2 -5.100 -14.923 -18.052  -0.023
C3 -4.371 -12.554 -17.920  -0.045
H1 -4.100 -12.978 -15.486  0.134
H2 -5.963 -14.607 -18.635  0.083
H3 -5.349 -15.721 -17.352  0.071
H4 -4.298 -15.330 -18.674  0.085
H5 -3.770 -11.906 -17.287  0.090
H6 -3.830 -12.745 -18.848  0.091
H7 -5.338 -12.117 -18.172  0.075
C4 -5.030 -17.954 -15.271  -0.333
O2 -4.013 -18.584 -15.055  -0.023
N2 -5.972 -18.333 -16.167  -0.165
C5 -7.217 -17.660 -16.394  -0.066
C6 -5.739 -19.549 -16.936  -0.035
H8 -5.292 -17.053 -14.709  0.120
H9 -7.434 -17.280 -17.394  0.074
H10 -7.276 -16.847 -15.662  0.088
H11 -8.102 -18.233 -16.100  0.073
H12 -4.848 -20.075 -16.615  0.069
H13 -6.599 -20.219 -16.838  0.084
H14 -5.669 -19.315 -18.001  0.081
C7 -5.250 -23.660 -13.283  -0.362
O3 -5.426 -24.626 -12.577  0.028
N3 -5.231 -22.377 -12.854  -0.191
C8 -4.951 -21.254 -13.726  -0.060
C9 -5.351 -22.111 -11.456  -0.059
H15 -5.037 -23.662 -14.368  0.136
H16 -3.996 -20.774 -13.521  0.084
H17 -5.717 -20.492 -13.528  0.077
H18 -5.102 -21.453 -14.785  0.078
H19 -4.449 -22.353 -10.872  0.099
H20 -5.567 -21.079 -11.186  0.072
H21 -6.096 -22.734 -10.955  0.093
C10 -8.540 -13.080 -17.077  -0.331
O4 -8.447 -12.509 -18.151  -0.011
N4 -7.915 -12.642 -15.961  -0.182
C11 -7.909 -13.425 -14.747  -0.063
C12 -7.173 -11.391 -15.938  -0.042
H22 -9.079 -14.019 -16.869  0.141
H23 -8.822 -13.915 -14.403  0.093
H24 -7.773 -12.722 -13.917  0.090
H25 -7.082 -14.134 -14.668  0.072
H26 -6.915 -11.070 -16.942  0.072
H27 -7.736 -10.611 -15.428  0.095
H28 -6.233 -11.566 -15.413  0.079
C13 -8.493 -15.539 -20.253  -0.344
O5 -8.894 -16.245 -19.348  -0.004
N5 -8.499 -15.894 -21.557  -0.191
C14 -7.874 -15.103 -22.607  -0.053
C15 -8.924 -17.221 -21.964  -0.040
H29 -8.190 -14.497 -20.066  0.123
H30 -7.195 -15.702 -23.214  0.084
H31 -7.300 -14.290 -22.165  0.086
H32 -8.652 -14.684 -23.244  0.090
H33 -8.031 -17.793 -22.226  0.070
H34 -9.427 -17.721 -21.140  0.086
H35 -9.625 -17.200 -22.798  0.093
C16 -3.657 -18.519 -11.375  -0.061
C17 -3.034 -17.940 -10.126  -0.194
O6 -1.757 -17.405 -10.462  0.013
C18 -0.854 -17.294 -9.497  -0.389
O7 -1.064 -17.632 -8.371  0.164
C19 0.515 -16.731 -9.935  -0.545
F1 0.801 -15.674 -9.179  0.178
F2 1.437 -17.687 -9.810  0.178
F3 0.481 -16.343 -11.218  0.127
H36 -3.297 -19.541 -11.516  0.073
H37 -3.572 -17.962 -12.306  0.051
H38 -4.721 -18.691 -11.191  0.059
H39 -2.902 -18.759 -9.416  0.126
H40 -3.640 -17.183 -9.628  0.134
C20 -5.152 -19.053 -21.608  -0.048
C21 -4.468 -17.837 -21.023  -0.187
O8 -3.640 -18.280 -19.928  0.006
C22 -2.423 -18.729 -20.200  -0.402
O9 -1.874 -18.657 -21.248  0.181
C23 -1.791 -19.486 -19.009  -0.561
F4 -2.539 -19.422 -17.924  0.171
F5 -1.579 -20.751 -19.360  0.182
F6 -0.595 -18.938 -18.762  0.155
H41 -4.429 -19.707 -22.093  0.087
H42 -5.926 -18.785 -22.327  0.064
H43 -5.639 -19.623 -20.815  0.082
H44 -5.154 -17.134 -20.554  0.114
H45 -3.846 -17.323 -21.756  0.126
C24 -8.383 -21.763 -14.364  -0.052
C25 -8.545 -20.270 -14.274  -0.187
O10 -8.408 -19.886 -12.889  0.036
C26 -8.666 -18.631 -12.596  -0.404
O11 -8.945 -17.768 -13.372  0.169
C27 -8.490 -18.363 -11.091  -0.554
F7 -7.204 -18.454 -10.731  0.159
F8 -8.943 -17.154 -10.817  0.185
F9 -9.162 -19.253 -10.350  0.168
H46 -9.305 -22.244 -14.004  0.087
H47 -7.604 -22.279 -13.805  0.064
H48 -8.390 -22.187 -15.372  0.087
H49 -9.520 -19.959 -14.641  0.137
H50 -7.705 -19.764 -14.755  0.088
C28 -0.840 -17.331 -15.520  -1.538
Cl1 -1.180 -17.034 -13.789  0.571
Cl2 0.878 -17.159 -15.866  0.546
Cl3 -1.814 -16.265 -16.500  0.580
H51 -1.153 -18.350 -15.707  0.000